Here is one molecule with the formula C20H27N3O2 at a distorted geometry from the Open Molecules 2025 dataset. Energies are from ωB97M-V with the def2-TZVPD basis set.

```
52
Properties=species:S:1:pos:R:3:forces:R:3
C 4.30325 -3.33020 1.89854 0.07 -0.02 -0.04
C 3.00940 -3.34486 2.17434 -0.14 0.08 -0.03
C 2.43542 -4.08804 3.34014 0.11 0.02 -0.05
H 3.22328 -4.51111 3.95705 0.02 -0.05 0.08
H 1.82777 -3.42282 3.95234 -0.06 -0.01 0.11
H 1.79586 -4.89838 2.99059 -0.10 -0.09 0.01
C 2.01200 -2.59350 1.32311 0.15 -0.36 -0.07
N 1.33650 -1.56143 2.08740 0.25 0.14 -0.07
C 0.10768 -1.60983 2.64577 -0.11 -0.46 0.09
O -0.32208 -0.68508 3.31568 -0.32 0.22 0.13
C -0.78710 -2.81703 2.38226 -0.07 0.23 0.04
H -1.29048 -3.06043 3.31901 0.12 0.00 -0.02
H -0.24952 -3.69093 2.02800 -0.02 -0.03 0.01
C -1.84700 -2.39458 1.35122 -0.01 0.06 0.12
C -1.18213 -1.90910 0.11847 0.17 -0.45 -0.35
N -0.37193 -2.56150 -0.64834 -0.70 -0.69 1.04
N 0.04991 -1.70394 -1.60400 0.37 0.95 -0.90
C -0.52476 -0.56993 -1.37748 0.46 -0.26 -0.20
O -1.33014 -0.63093 -0.29119 -0.08 0.21 0.02
C -0.40516 0.67502 -2.16567 -0.45 0.01 0.12
H -0.22055 1.51337 -1.49020 0.11 -0.01 -0.04
H 0.44114 0.56145 -2.84316 0.04 -0.01 0.08
C -1.69020 0.93573 -2.96073 0.20 0.11 -0.14
H -1.88297 0.08384 -3.61639 -0.05 -0.03 0.05
H -2.52758 1.03051 -2.26604 -0.05 -0.05 -0.03
C -1.57974 2.21131 -3.80362 -0.15 -0.13 0.17
C -1.42736 3.42928 -2.93655 0.03 0.03 -0.16
C -2.53335 3.97299 -2.29437 0.03 -0.01 -0.01
C -2.39996 5.07285 -1.46660 -0.07 0.02 0.06
C -1.15480 5.64527 -1.26809 0.03 0.08 0.06
C -0.04679 5.11275 -1.90377 0.08 0.06 0.06
C -0.18345 4.01186 -2.73152 -0.04 0.00 -0.02
H 0.68540 3.60242 -3.22770 0.08 -0.05 -0.07
H 0.92733 5.55561 -1.75518 0.07 0.04 0.01
H -1.04944 6.50440 -0.62235 0.01 0.07 0.05
H -3.26925 5.48580 -0.97595 -0.07 0.03 0.04
H -3.50814 3.53201 -2.44947 -0.11 -0.05 -0.02
H -2.48362 2.30479 -4.40957 0.07 0.02 -0.07
H -0.72534 2.12255 -4.47708 -0.02 0.02 -0.07
H -2.49126 -3.24289 1.11265 -0.02 0.10 0.00
H -2.44980 -1.58128 1.75743 -0.02 -0.10 0.02
C 2.11957 -0.35319 2.30047 -0.05 0.37 0.09
C 1.88932 0.65824 1.18114 0.02 -0.17 0.18
H 0.84758 0.97033 1.18031 -0.11 0.05 -0.01
H 2.51378 1.53396 1.33495 0.07 0.13 -0.04
H 2.12696 0.22513 0.21074 0.04 -0.01 -0.12
H 1.80895 0.08297 3.25259 0.16 -0.09 -0.11
H 3.17304 -0.63532 2.36044 -0.06 -0.01 0.03
H 1.28947 -3.28312 0.88538 0.11 0.13 0.01
H 2.52950 -2.11016 0.48955 -0.08 -0.07 -0.01
H 5.01813 -3.86890 2.49721 0.11 -0.14 0.17
H 4.70059 -2.79386 1.05319 0.01 0.16 -0.21
```
Forces are in eV/Å.

Results
SMILES string   C=C(C)CN(CC)C(=O)CCc1nnc(CCCc2ccccc2)o1
Gap between HOMO and LUMO   0.36692 Eh
Max |F|   1.4 eV Å⁻¹
E_LUMO   0.83 eV
Highest occupied orbital energy   -9.155 eV